Entry 1:
# H2N3PS

An isolated molecule of H2N3PS (ωB97M-V with the def2-TZVPD basis set, OMol25).

```
7
Properties=species:S:1:pos:R:3:forces:R:3
N 0.023002 -0.630620 -0.033340 -3.9 0.8 3.2
N 0.580432 0.007459 -1.126114 1.2 1.5 -1.7
N 1.138495 -1.197038 -0.593633 2.5 -0.2 -0.9
P 2.623883 -1.266914 0.196597 2.1 4.6 -0.6
S 3.514360 0.843053 -0.120283 -1.9 -4.6 0.6
H 0.128760 -0.159278 0.915545 0.8 -0.3 -1.4
H 1.208271 0.886166 -0.995237 -0.7 -1.8 0.8
```
Forces are in eV/Å.

Computed properties:
HOMO energy ... -9.26 eV
Spin multiplicity ... 1
Energy relative to the best compared isomer or geometry (same formula, charge and spin) ... 254.5 kJ/mol
LUMO level ... -0.0892 Eh

***

Entry 2:
# H2N4O2

A cluster of 2 separate species, H2N4O2 in total (ωB97M-V with the def2-TZVPD basis set, OMol25).

```
8
Properties=species:S:1:pos:R:3:forces:R:3
N 0.400234 -1.359034 -0.190477 2.4 -1.2 -0.9
N -0.735798 -1.230188 0.353511 1.0 -1.4 3.2
N -1.861021 -1.115469 -0.097325 -0.8 0.0 -0.8
N -2.973282 -0.901831 -0.140165 -0.3 0.1 -0.4
O -1.098648 1.297917 0.181051 -0.8 0.7 1.6
O -2.426869 1.496568 0.153772 1.2 0.0 -0.6
H 1.119946 -1.883143 0.477985 -2.3 1.7 -1.1
H -0.752516 1.037319 -0.674959 -0.3 0.1 -1.1
```
Forces are in eV/Å.

Computed properties:
HOMO energy (alpha / beta) ... -8.83 / -9.77 eV
Spin multiplicity ... 1
Energy relative to the best compared isomer or geometry (same formula, charge and spin) ... 615.4 kJ/mol
LUMO level (alpha / beta) ... -0.0334 / -0.0362 Eh

***

Entry 3:
# H2N4O4

A cluster of 2 separate species, H2N4O4 in total (ωB97M-V with the def2-TZVPD basis set, OMol25).

```
10
Properties=species:S:1:pos:R:3:forces:R:3
N -0.597948 0.903018 0.226534 -0.9 -0.9 4.0
N 0.553393 0.985965 -0.287620 -0.3 1.3 -3.0
N -0.948579 -1.670388 -1.143853 0.0 3.3 1.4
N 1.605195 0.682229 0.480152 -1.9 -0.5 3.0
O -1.614166 -1.234808 -0.235478 -0.2 -1.9 -1.0
O 1.443503 0.444341 1.677489 -0.5 -0.2 0.3
O -0.788513 -2.650342 -1.724581 -0.3 -2.2 -0.7
O 2.633102 0.692393 -0.074818 3.4 0.0 -1.9
H -0.869327 0.508455 1.134543 1.6 -0.2 0.0
H -1.416661 1.339136 -0.052368 -0.9 1.4 -2.3
```
Forces are in eV/Å.

Computed properties:
HOMO energy (alpha / beta) ... -9.05 / -10.61 eV
Spin multiplicity ... 1
Energy relative to the best compared isomer or geometry (same formula, charge and spin) ... 109.9 kJ/mol
LUMO level (alpha / beta) ... -0.0638 / -0.0460 Eh

***

Entry 4:
# H2N5O

A cluster of 2 separate species, H2N5O in total (ωB97M-V with the def2-TZVPD basis set, OMol25).

```
8
Properties=species:S:1:pos:R:3:forces:R:3
N -1.610739 2.566745 -1.434484 -3.5 3.9 -2.0
N -1.237765 1.808553 -0.730100 -2.2 1.9 0.3
N 1.170977 -2.201898 1.258890 -0.9 2.0 1.0
N -0.314571 1.070758 -0.553605 5.6 -5.5 -1.5
N 1.173092 -1.214590 1.780121 0.2 -3.4 -1.9
O -0.036224 0.383550 0.496243 0.0 -0.8 1.1
H 0.911290 -3.116675 0.729022 0.7 1.6 0.9
H -0.056058 0.703558 -1.546086 0.1 0.3 2.1
```
Forces are in eV/Å.

Computed properties:
Total charge ... +1
HOMO energy (alpha / beta) ... -12.37 / -12.37 eV
Spin multiplicity ... 1
Energy relative to the best compared isomer or geometry (same formula, charge and spin) ... 434.1 kJ/mol
LUMO level (alpha / beta) ... -0.2392 / -0.2392 Eh

***

Entry 5:
# H2N5O2

A structure of composition H2N5O2 (ωB97M-V with the def2-TZVPD basis set, OMol25).

```
9
Properties=species:S:1:pos:R:3:forces:R:3
N 0.426752 1.608717 -0.020634 1.5 1.5 0.0
N -1.236723 0.785569 0.103141 -1.4 -0.3 0.0
N -0.930653 -0.466052 -0.211653 -0.4 0.0 -0.1
N 1.216092 0.763901 -0.012494 -2.3 -0.4 0.0
N 0.033467 -1.087451 0.451643 0.2 -1.1 -0.3
O 2.358951 0.380100 -0.108089 2.2 -0.1 -0.1
O 0.467021 -2.133338 -0.121498 -0.4 0.7 0.3
H -1.254402 0.870479 1.118689 0.1 -0.2 -0.1
H -1.080505 -0.721924 -1.199109 0.3 -0.1 0.5
```
Forces are in eV/Å.

Computed properties:
Total charge ... -1
HOMO energy ... -2.41 eV
Spin multiplicity ... 1
Energy relative to the best compared isomer or geometry (same formula, charge and spin) ... 190.6 kJ/mol
LUMO level ... 0.1854 Eh

***

Entry 6:
# H2NO2S

The ion H2NO2S with charge -1 (ωB97M-V with the def2-TZVPD basis set, OMol25).

```
6
Properties=species:S:1:pos:R:3:forces:R:3
N -0.344455 -1.514724 0.483853 0.9 3.2 -0.7
O -1.346693 1.323169 0.106924 -0.1 -0.3 -0.5
O 0.199401 0.355524 -1.648059 -0.5 0.6 -0.6
S -0.275303 0.427125 -0.285707 3.4 -3.5 3.8
H 0.689483 -1.594244 0.798518 -1.6 0.7 -0.8
H 1.077567 1.003151 0.544471 -2.3 -0.7 -1.3
```
Forces are in eV/Å.

Computed properties:
Total charge ... -1
HOMO energy ... -3.20 eV
Spin multiplicity ... 1
Energy relative to the best compared isomer or geometry (same formula, charge and spin) ... 324.4 kJ/mol
LUMO level ... 0.1542 Eh

***

Entry 7:
# H2NO3PS

A cluster of 2 separate species, H2NO3PS in total (ωB97M-V with the def2-TZVPD basis set, OMol25).

```
8
Properties=species:S:1:pos:R:3:forces:R:3
N 0.103926 0.381646 -0.030671 0.4 -1.6 -3.0
O -3.774231 1.284199 -3.569711 0.3 0.4 0.1
O -1.642908 2.724322 -3.737383 0.5 0.1 -0.4
O -3.595690 3.499975 -2.283992 -0.3 0.3 0.3
P -2.983664 2.490500 -3.174534 -0.6 -0.6 -0.2
S 1.110015 -0.074650 1.131641 1.6 0.8 2.2
H 0.555227 -0.171483 -0.866617 -1.4 1.7 1.3
H 1.995509 1.082608 1.452030 -0.5 -1.0 -0.3
```
Forces are in eV/Å.

Computed properties:
Total charge ... -2
HOMO energy ... 0.55 eV
Spin multiplicity ... 1
Energy relative to the best compared isomer or geometry (same formula, charge and spin) ... 120.3 kJ/mol
LUMO level ... 0.2294 Eh

***

Entry 8:
# H2NO4P

A cluster of 2 separate species, H2NO4P in total (ωB97M-V with the def2-TZVPD basis set, OMol25).

```
8
Properties=species:S:1:pos:R:3:forces:R:3
N -0.814301 -0.718805 0.081715 -0.9 0.7 1.4
O -1.325288 -0.486767 -0.969753 -0.3 0.7 -2.2
O -0.957717 -1.749546 0.685792 0.9 0.0 0.6
O -0.272478 2.005643 -0.185640 -0.1 -1.7 0.9
O 2.029228 -0.345799 0.245207 -1.9 4.5 0.4
P -0.132043 0.866984 0.945479 2.9 -1.6 -1.5
H -0.588195 1.697578 -1.059253 0.2 -0.2 0.0
H 2.060795 -1.269288 0.256456 -0.7 -2.5 0.4
```
Forces are in eV/Å.

Computed properties:
HOMO energy (alpha / beta) ... -10.09 / -10.09 eV
Spin multiplicity ... 1
Energy relative to the best compared isomer or geometry (same formula, charge and spin) ... 499.1 kJ/mol
LUMO level (alpha / beta) ... -0.0858 / -0.0858 Eh

***

Entry 9:
# H2NO4S

The ion H2NO4S with charge -1 (ωB97M-V with the def2-TZVPD basis set, OMol25).

```
8
Properties=species:S:1:pos:R:3:forces:R:3
N 0.966116 0.444785 0.069235 -0.6 0.0 1.0
O -1.396715 -0.298002 0.863366 0.5 1.4 -0.5
O -1.183996 0.672526 -1.362669 -0.1 0.1 -1.4
O 1.047701 -0.167190 1.406029 -1.6 -0.1 -2.2
O 1.032245 -0.579784 -0.917747 3.9 -1.3 2.8
S -0.860682 0.892910 0.041564 -0.7 -1.0 1.7
H 0.033679 -0.474454 1.429789 1.6 0.0 0.6
H 0.361652 -0.490791 -1.529567 -3.1 0.9 -1.9
```
Forces are in eV/Å.

Computed properties:
Total charge ... -1
HOMO energy ... -4.45 eV
Spin multiplicity ... 1
Energy relative to the best compared isomer or geometry (same formula, charge and spin) ... 172.7 kJ/mol
LUMO level ... 0.1489 Eh

***

Entry 10:
# H2NO4S2

A cluster of 2 separate species, H2NO4S2 in total (ωB97M-V with the def2-TZVPD basis set, OMol25).

```
9
Properties=species:S:1:pos:R:3:forces:R:3
N -2.819402 0.199724 0.176023 1.0 0.2 -1.1
O 0.528996 -0.529989 0.411821 0.5 -2.0 -2.0
O 2.196890 -0.068411 -1.405516 -0.8 0.6 1.5
O 2.818412 0.607816 0.873515 -0.1 -0.2 0.4
O -1.877275 0.018402 1.057224 -0.3 -0.1 1.1
S -2.365673 0.411105 -1.365158 -0.4 -0.2 0.8
S 1.771304 0.646711 -0.140217 0.8 0.0 -1.9
H 0.617446 -1.195192 -0.388320 -0.4 1.7 2.2
H -0.870695 -0.090165 0.780624 -0.3 -0.1 -1.0
```
Forces are in eV/Å.

Computed properties:
Total charge ... -1
HOMO energy (alpha / beta) ... -4.83 / -4.83 eV
Spin multiplicity ... 1
Energy relative to the best compared isomer or geometry (same formula, charge and spin) ... 159.1 kJ/mol
LUMO level (alpha / beta) ... 0.0961 / 0.0960 Eh

***

Entry 11:
# H2O2P

A cluster of 2 separate species, H2O2P in total (ωB97M-V with the def2-TZVPD basis set, OMol25).

```
5
Properties=species:S:1:pos:R:3:forces:R:3
O 2.182596 1.008982 0.325308 -0.4 -3.5 -5.2
O -2.016067 -1.107118 0.645220 0.2 -0.7 -0.7
P -1.372278 -0.321926 -0.438990 -0.1 2.3 1.1
H 2.204675 1.497361 1.052891 0.0 3.3 5.0
H -0.998926 -1.077299 -1.584431 0.1 -1.3 -0.2
```
Forces are in eV/Å.

Computed properties:
Total charge ... -1
HOMO energy ... -2.42 eV
Spin multiplicity ... 1
Energy relative to the best compared isomer or geometry (same formula, charge and spin) ... 403.8 kJ/mol
LUMO level ... 0.1014 Eh

***

Entry 12:
# H2O2PS

The ion H2O2PS with charge -1 (ωB97M-V with the def2-TZVPD basis set, OMol25).

```
6
Properties=species:S:1:pos:R:3:forces:R:3
O 0.655209 -0.873100 0.684364 0.0 0.6 -0.4
O 0.033649 1.582370 -0.178764 -1.1 0.3 0.2
P -0.337051 0.162479 0.011628 -0.7 0.3 1.9
S 1.938990 -0.426310 -0.500313 1.1 -1.3 -0.3
H -0.876188 -0.488256 -1.097746 -0.1 -0.1 -0.2
H -1.414611 0.042815 1.080829 0.8 0.1 -1.3
```
Forces are in eV/Å.

Computed properties:
Total charge ... -1
HOMO energy ... -2.96 eV
Spin multiplicity ... 1
Energy relative to the best compared isomer or geometry (same formula, charge and spin) ... 20.2 kJ/mol
LUMO level ... 0.1528 Eh